1.
Below is a 2-piece molecular cluster, C2H2NO5P overall, with properties calculated with wB97M-V/def2-TZVPD.

XYZ file:
```
11
Properties=species:S:1:pos:R:3:forces:R:3
C 2.456 1.990 -0.232 -0.6 1.0 -0.3
C 3.071 -1.550 -0.392 -0.4 -0.5 -0.8
N -0.713 -0.255 0.608 2.6 -1.6 0.3
O 1.520 2.681 -0.594 -1.3 -0.4 -0.3
O 2.785 -1.827 -1.551 -0.4 0.5 -0.7
O 3.622 2.318 -0.090 1.6 -1.0 0.4
O 3.805 -2.097 0.407 0.3 0.3 1.0
O 2.491 0.051 1.814 0.1 0.2 2.2
P 2.141 0.099 0.404 -0.7 0.0 -1.3
H -0.685 -1.066 -0.044 -0.3 0.6 -0.3
H -0.209 -0.804 1.358 -0.7 0.9 -0.1
```
Positions in Å, forces in eV/Å.

Properties
E_tot   -849.69511 Eh
Charge   -2
Orbital gap (spin up / spin down)   7.08 / 7.04 eV
LUMO (spin up / spin down)   0.2409 / 0.2409 Eh
E_HOMO (spin up / spin down)   -0.5 / -0.5 eV
Energy above the lowest of the compared OMol25 structures with the same formula, charge and spin   3.1538 eV

2.
Below is an isolated ion of composition C2H2NOS and charge -1, with properties calculated with wB97M-V/def2-TZVPD.

XYZ file:
```
7
Properties=species:S:1:pos:R:3:forces:R:3
C -0.511 0.080 0.117 -0.9 -1.5 -0.3
N -1.159 -0.087 1.174 0.7 -0.4 1.2
C -1.240 1.119 1.976 -1.3 0.1 -0.7
O -0.409 1.541 2.740 1.1 -0.5 0.5
S -2.729 1.803 1.539 -1.1 0.9 0.2
H -0.594 -0.625 -0.686 0.3 -0.8 -0.3
H -0.056 0.971 -0.124 1.2 2.3 -0.5
```
Positions in Å, forces in eV/Å.

Properties
SMILES string   C=NC([O-])=S
E_tot   -605.62188 Eh
Charge   -1
Orbital gap   7.07 eV
LUMO   0.1499 Eh
E_HOMO   -3.0 eV
Energy above the lowest of the compared OMol25 structures with the same formula, charge and spin   0.0000 eV

3.
Below is one molecule with the formula C2H2O2, with properties calculated with wB97M-V/def2-TZVPD.

XYZ file:
```
6
Properties=species:S:1:pos:R:3:forces:R:3
O 1.474 -0.646 -0.725 -0.5 0.6 0.1
C 0.796 0.103 -0.082 0.2 1.1 -1.4
C -0.797 0.161 -0.155 0.7 -1.7 0.9
O -0.766 -0.708 0.700 -1.7 -0.4 1.0
H 1.125 0.683 0.792 0.1 -0.2 -0.1
H -1.832 0.407 -0.531 1.3 0.6 -0.5
```
Positions in Å, forces in eV/Å.

Properties
SMILES string   O=CC=O
E_tot   -227.79244 Eh
Orbital gap   9.96 eV
LUMO   0.0083 Eh
E_HOMO   -9.7 eV
Energy above the lowest of the compared OMol25 structures with the same formula, charge and spin   1.5064 eV

4.
Below is a 2-piece molecular cluster, C2H2O2 overall, with properties calculated with wB97M-V/def2-TZVPD.

XYZ file:
```
6
Properties=species:S:1:pos:R:3:forces:R:3
C -0.602 0.829 0.951 -0.6 1.0 1.4
C 0.356 -0.515 -0.719 -0.9 1.6 -1.9
O -0.748 1.207 2.004 0.1 -0.3 -0.6
O 0.717 -1.495 -0.180 1.3 -1.5 1.0
H -0.659 -0.475 -1.165 0.1 0.1 -0.2
H 0.935 0.448 -0.891 0.0 -1.0 0.2
```
Positions in Å, forces in eV/Å.

Properties
E_tot   -227.83445 Eh
Orbital gap   10.56 eV
LUMO   0.0222 Eh
E_HOMO   -10.0 eV
Energy above the lowest of the compared OMol25 structures with the same formula, charge and spin   0.3631 eV